No. 1
84
Properties=species:S:1:pos:R:3:forces:R:3 method="wB97M-V/def2-TZVPD" de_lowest_kj_mol=0.0 charge=+1 gap_ev=5.64 multiplicity=1 lumo_energy_ev=-4.934
F 2.345 9.443 2.497 -0.013 0.085 -0.118
F 3.297 7.625 0.745 0.379 -0.009 -0.131
F -1.336 -3.157 -1.445 -0.008 -0.058 -0.103
F 1.684 -1.738 4.272 0.069 0.028 0.192
F -2.866 -5.954 -6.667 -0.121 -0.012 -0.111
F 3.140 5.504 2.966 -0.118 0.087 0.386
F 3.076 5.217 0.841 0.147 -0.144 -0.225
F 3.829 8.126 3.279 0.251 -0.523 0.330
F 1.725 7.905 3.842 0.074 -0.562 0.378
F -2.468 -0.516 6.789 0.122 0.044 -0.063
F 1.175 7.655 1.063 -0.547 -0.342 0.122
F 2.245 0.424 -1.058 -0.033 0.152 -0.097
O 1.189 5.127 1.892 0.106 -0.579 1.175
O 0.030 5.518 3.800 0.992 -1.179 -1.050
N 1.357 0.966 4.789 0.701 -0.733 0.378
C 0.722 4.766 3.160 -1.231 1.749 0.974
C -3.056 -6.107 -10.275 0.102 0.127 0.047
C -5.258 1.052 5.089 0.002 0.046 0.124
C 2.707 2.832 -3.718 0.062 0.037 0.153
C -2.271 -5.014 -10.618 0.004 0.009 -0.075
C 2.578 8.181 2.869 -0.546 1.205 -0.604
C 3.336 2.509 -1.033 0.038 -0.022 0.240
C 0.081 -2.440 1.091 0.229 0.126 0.059
C -1.544 -4.523 -3.354 -0.177 0.187 -0.070
C 2.387 1.541 4.195 0.832 -0.396 -0.019
C 1.011 3.392 3.710 -0.416 0.735 -0.780
C -4.064 0.375 5.295 0.271 -0.085 -0.188
C 1.494 -1.870 2.922 -0.127 -0.053 -0.551
C -0.080 -6.413 -3.616 0.023 -0.022 -0.012
C 1.109 -2.121 0.213 0.002 -0.017 0.025
C 0.119 -5.007 -1.675 0.065 0.110 0.238
C 3.737 3.654 -1.708 -0.053 -0.059 -0.140
C -4.361 0.581 7.677 0.174 -0.078 0.282
C 0.276 -2.318 2.461 -0.199 0.004 0.308
C 2.527 -1.544 2.068 0.224 0.157 0.187
C -5.999 1.499 6.173 -0.074 0.045 -0.020
C -3.255 -6.430 -8.941 -0.152 -0.210 0.080
C -2.670 -5.644 -7.970 0.044 0.081 -0.345
C 0.166 1.545 4.846 -0.770 -1.850 1.238
C 2.415 5.757 1.857 -0.030 0.072 -0.877
C -1.891 -4.551 -8.289 0.106 0.129 0.201
C 2.223 2.757 3.640 0.794 1.308 -1.037
C 0.535 -6.108 -2.410 -0.090 0.021 -0.119
C 2.311 1.681 -3.051 -0.124 -0.162 -0.113
C -1.118 -5.619 -4.090 0.163 -0.062 0.128
C 2.330 7.302 1.612 0.577 0.253 0.190
C -0.041 2.763 4.335 -0.816 1.082 -0.367
C -1.687 -4.239 -9.625 -0.088 -0.112 -0.039
C -0.917 -4.234 -2.160 0.062 -0.294 -0.230
C -5.549 1.266 7.465 0.031 -0.021 -0.140
C 2.331 -1.676 0.700 -0.067 -0.171 0.087
C 2.631 1.540 -1.716 0.089 0.315 -0.227
C 3.421 3.817 -3.049 0.004 0.033 -0.039
C -3.633 0.147 6.588 -0.447 0.240 -0.086
H 3.131 -1.432 0.016 -0.040 -0.041 0.097
H 0.248 -7.269 -4.190 -0.004 0.004 0.006
H 3.732 4.712 -3.572 0.000 -0.015 -0.001
H -1.594 -5.854 -5.030 0.023 0.026 0.110
H -0.509 -2.568 3.164 0.025 -0.024 0.005
H 1.518 0.049 5.200 -0.335 -0.134 -0.146
H 3.065 3.215 3.146 0.021 0.034 -0.032
H 2.457 2.959 -4.763 0.001 -0.029 0.000
H 4.298 4.416 -1.186 0.013 -0.006 -0.010
H 3.471 -1.194 2.469 0.032 -0.100 -0.004
H -4.001 0.383 8.678 0.012 -0.011 -0.015
H 1.761 0.899 -3.558 -0.008 -0.004 0.026
H -5.610 1.229 4.081 0.022 -0.017 -0.007
H 3.352 1.065 4.142 -0.116 -0.467 0.258
H 0.591 -4.751 -0.736 -0.023 -0.020 0.017
H -2.356 -3.897 -3.701 0.007 0.004 0.018
H 0.958 -2.218 -0.853 -0.017 0.024 0.006
H -1.027 3.195 4.410 0.024 0.207 -0.044
H -0.599 0.969 5.347 -0.124 0.023 0.019
H -1.452 -3.954 -7.499 -0.003 -0.030 0.010
H -3.513 -6.709 -11.048 -0.002 -0.021 0.020
H -0.870 -2.781 0.712 -0.006 -0.024 0.014
H -2.114 -4.767 -11.659 0.001 0.001 0.010
H 3.567 2.366 0.015 0.017 -0.037 -0.010
H -3.857 -7.282 -8.653 0.001 0.021 0.025
H -6.124 1.617 8.311 0.013 -0.027 0.017
H -1.072 -3.390 -9.891 -0.007 0.010 0.022
H 1.339 -6.729 -2.039 0.006 0.024 0.019
H -3.470 0.025 4.459 -0.031 -0.072 0.016
H -6.928 2.029 6.010 0.004 -0.011 0.006


No. 2
78
Properties=species:S:1:pos:R:3:forces:R:3 method="wB97M-V/def2-TZVPD" de_lowest_kj_mol=45.9 s2=0.79 charge=+1 gap_ev="7.36 / 7.24" multiplicity=2 lumo_energy_ev="-3.057 / -3.169"
I 1.991 -1.355 1.481 0.249 -0.321 0.224
Fe -0.527 -0.143 -0.273 -1.552 0.066 0.111
S -1.325 -1.745 -1.782 0.164 -0.140 -0.135
P 1.569 -0.234 -1.712 0.527 0.030 0.151
O -1.479 1.412 3.227 0.030 -0.080 -0.090
N -0.465 1.058 1.192 0.101 0.067 -0.078
N -0.970 1.545 -1.233 0.225 0.027 -0.156
N -2.550 -0.226 -0.194 -0.164 -0.100 -0.241
N -0.971 -1.521 1.323 0.525 0.149 -0.160
C 3.730 -0.286 1.173 0.037 0.153 -0.127
C -1.497 -3.518 2.495 -0.028 0.066 0.092
C 1.880 3.718 -4.099 0.005 -0.005 0.019
C -4.845 -0.076 0.348 0.001 -0.042 -0.068
C 1.487 -4.045 -4.311 0.016 -0.036 0.002
C 1.630 1.323 -4.151 -0.065 -0.009 -0.033
C -1.805 -2.785 3.633 0.032 0.052 -0.111
C -1.680 -1.402 3.595 0.008 -0.085 -0.032
C -1.776 3.957 -2.305 -0.006 -0.056 0.034
C -0.928 2.658 -0.490 -0.013 0.103 -0.057
C 4.111 -0.146 -2.557 0.060 -0.004 0.024
C -1.424 1.610 -2.491 0.025 0.032 -0.042
C 4.165 -0.002 -0.153 0.080 0.030 0.043
C 5.509 0.474 -0.261 -0.092 -0.038 0.032
C 4.474 0.020 2.277 -0.022 0.012 -0.023
C 1.893 3.680 -2.710 0.005 -0.002 -0.009
C -1.084 -2.847 1.356 -0.024 -0.104 -0.134
C 5.745 0.608 2.140 -0.032 -0.019 0.165
C -1.828 2.795 -3.065 0.004 0.030 0.022
C -1.250 -0.812 2.423 -0.081 -0.098 0.232
C 1.609 1.280 -2.762 0.007 -0.102 0.004
C 0.772 -1.778 -3.955 0.035 -0.029 0.066
C 0.758 -2.939 -4.716 -0.030 0.029 0.002
C 6.129 0.583 -1.525 0.057 0.017 0.075
C 2.230 -3.992 -3.139 -0.011 0.012 -0.001
C -2.795 -1.235 -1.032 -0.148 -0.122 -0.099
C 5.462 0.217 -2.650 -0.036 -0.028 -0.108
C 3.425 -0.210 -1.364 -0.028 0.152 0.001
C 1.551 -1.699 -2.800 -0.236 -0.058 -0.008
C -1.079 0.680 2.330 0.219 0.142 0.164
C -5.111 -1.147 -0.511 0.063 0.009 -0.002
C -3.546 0.354 0.483 0.101 0.192 0.147
C -0.404 2.473 0.897 0.054 -0.029 0.148
C -4.081 -1.741 -1.211 -0.119 0.083 0.096
C 1.756 2.538 -4.814 -0.002 -0.002 -0.002
C 6.256 0.797 0.898 0.066 0.034 -0.136
C 1.761 2.471 -2.051 -0.009 -0.017 0.010
C -1.330 3.883 -0.999 -0.007 -0.015 -0.052
C 2.265 -2.827 -2.391 0.017 0.055 -0.008
H -0.846 -3.366 0.435 -0.004 0.008 0.054
H 2.012 4.593 -2.140 0.008 0.004 -0.002
H 0.148 -0.949 -4.255 0.003 0.000 -0.015
H -1.899 -0.766 4.440 -0.008 0.000 0.012
H 1.572 0.416 -4.737 0.021 0.043 0.021
H -2.134 -3.283 4.535 0.002 -0.005 0.010
H -0.978 3.056 1.621 -0.011 -0.044 -0.004
H -4.244 -2.576 -1.878 0.008 0.010 -0.022
H 0.161 -2.980 -5.617 0.000 0.000 -0.001
H 1.471 -4.951 -4.902 0.003 -0.001 0.000
H -2.091 4.903 -2.724 0.004 0.003 -0.010
H 2.791 -4.856 -2.810 0.002 -0.002 0.001
H 6.320 0.852 3.022 -0.009 0.005 0.005
H -5.634 0.412 0.901 -0.004 -0.002 0.011
H -2.179 2.800 -4.087 -0.004 0.014 -0.004
H 1.771 2.555 -5.896 0.000 -0.001 -0.004
H 3.589 -0.333 -3.485 -0.011 -0.008 -0.002
H -1.459 0.672 -3.028 0.011 -0.020 -0.021
H 7.259 1.183 0.767 0.001 -0.002 -0.006
H 1.985 4.661 -4.619 -0.004 0.005 -0.003
H -1.575 -4.596 2.479 0.001 -0.003 0.009
H 2.863 -2.791 -1.490 0.014 0.002 0.009
H 4.097 -0.221 3.262 0.008 -0.007 0.008
H -1.285 4.759 -0.367 -0.005 0.008 0.000
H 1.795 2.448 -0.966 0.020 -0.005 -0.026
H -3.275 1.164 1.151 -0.043 -0.002 -0.027
H 5.938 0.252 -3.620 0.008 -0.004 -0.001
H -6.123 -1.510 -0.626 -0.006 0.003 0.008
H 0.630 2.841 0.941 -0.018 -0.006 0.047
H 7.153 0.933 -1.571 0.004 0.004 0.004